Entry 1:
The following is a DFT calculation (ωB97M-V/def2-TZVPD) of a molecular structure, C40H61N2O10P3RbS.

Structure (XYZ):
```
118
Properties=species:S:1:pos:R:3:forces:R:3:lowdin_charge:R:1
O -0.881131 2.897898 1.532572 -0.234 -0.076 0.143 -0.1867
H 1.250099 1.866478 0.771349 0.084 0.063 -0.053 0.0850
H 3.552567 0.980310 4.671646 0.049 0.023 -0.034 0.1258
H 0.397824 4.275846 6.147137 0.002 -0.003 0.001 0.0844
C -3.341373 1.709618 2.253599 0.614 -0.371 -0.428 -0.1835
H -2.918795 4.361356 0.532707 -0.015 -0.012 0.020 0.0882
P 1.879005 -1.668826 -3.451919 0.147 -0.272 -0.554 0.6047
C 4.601300 -2.005219 -3.074803 -0.053 0.005 -0.026 -0.1121
C -4.835511 -2.167939 1.594314 0.171 0.195 -0.234 -0.0583
P -3.378967 0.690878 0.724850 -1.059 0.289 0.238 0.3590
H -3.755962 -0.970347 3.771426 0.009 -0.006 0.039 0.0746
C 3.524702 -4.074758 -3.606816 -0.022 0.155 -0.099 -0.0781
C -2.388309 4.843228 1.356984 0.089 -0.216 -0.013 -0.0403
C 3.261183 -2.541995 2.692775 -0.036 -0.010 0.023 -0.2021
C 0.177995 -2.572148 -5.576925 0.123 -0.051 -0.030 -0.0760
C 3.443240 -2.694920 -3.442588 -0.091 0.102 0.205 -0.2697
C -6.849770 1.960416 0.510393 0.212 -0.094 0.049 -0.0446
H 0.512325 -3.941305 -2.510078 -0.041 -0.018 0.009 0.1029
C 1.972045 0.832477 -4.600454 -0.030 -0.058 -0.036 -0.0884
H -0.177716 4.926662 4.604403 0.007 0.042 0.031 0.0685
H -3.764087 1.196019 3.116068 -0.023 -0.036 -0.005 0.0748
C 3.187155 1.518604 -6.554524 -0.022 0.046 -0.005 -0.1143
C 2.860950 0.671941 3.875458 0.033 0.042 0.057 -0.1510
C 2.871116 2.278285 2.097277 0.114 0.019 -0.029 -0.1699
O 1.380710 -1.328887 3.699195 -0.154 0.044 -0.044 -0.1167
H -0.459292 4.762513 2.289362 0.008 -0.073 0.017 0.1278
H -6.575667 2.359003 1.489703 -0.022 -0.013 0.001 0.0707
H -2.179761 -5.001442 -5.669597 -0.001 0.007 -0.002 0.0959
H 1.361991 1.039511 -3.727338 0.018 0.030 0.010 0.0851
H -1.057339 0.845652 5.585808 -0.009 -0.007 0.041 0.0738
O -0.846160 0.697638 2.710759 0.154 -0.200 0.040 -0.2518
C -3.055072 -1.675124 3.316699 0.137 0.116 -0.178 -0.0385
O 2.641246 -2.519178 1.436647 -0.038 0.143 0.078 -0.1159
C -0.413666 4.242749 5.419789 -0.099 -0.131 -0.161 -0.0363
O -2.547779 1.376818 -0.267928 -0.093 0.239 -0.172 -0.3553
C -3.368459 -1.863614 1.839250 -0.055 -0.272 0.389 -0.4024
C 2.371725 1.832630 -5.475050 0.033 0.012 -0.054 -0.0967
H -1.335805 4.574086 5.901119 0.016 0.036 0.013 0.0847
Rb -0.389588 -0.308939 -0.211180 0.703 -0.512 -0.437 0.8136
C 0.692889 -2.790499 -4.304234 -0.052 0.121 0.254 -0.2782
C 5.866123 -4.045415 -3.033667 0.009 0.004 0.024 -0.1156
H 3.962903 2.171250 2.147458 -0.008 -0.018 -0.019 0.1248
H 3.906072 -0.033554 -0.463411 -0.040 -0.070 -0.027 0.1221
H 6.691935 -2.109279 -2.604303 -0.013 0.003 -0.002 0.0934
H 4.533847 -0.929062 -2.947233 0.067 -0.003 0.037 0.1027
C 3.569297 -0.410913 0.510008 0.153 -0.065 0.178 -0.1948
H -3.876136 2.641783 2.085910 0.018 0.023 -0.065 0.0636
H -4.949033 2.464143 -0.381853 0.003 -0.034 0.007 0.1281
C 0.148684 -3.812551 -3.523886 0.031 0.004 -0.079 -0.1095
C -1.363757 -4.396827 -5.294182 0.017 0.008 -0.007 -0.0967
H 4.215509 -0.036347 -7.610328 -0.003 -0.029 0.014 0.0926
O 2.289966 1.849404 3.314623 -0.212 -0.209 -0.161 -0.1422
H 3.421873 0.128226 3.120244 0.001 0.047 0.029 0.0885
C -0.585925 2.828111 4.892862 0.229 0.041 0.280 -0.4492
C 1.798720 -0.246136 4.487234 0.072 0.133 -0.064 -0.1677
H 0.901599 0.347745 4.651239 0.027 0.059 0.081 0.0912
H -1.264246 -3.174220 -7.047575 0.012 0.021 0.010 0.0973
H -2.038395 -1.299344 3.438347 -0.025 -0.035 0.051 0.0701
C 2.171074 -2.488850 3.753483 0.160 -0.060 -0.208 -0.1802
H 6.802978 -4.564797 -2.870556 -0.016 -0.032 -0.016 0.0899
H -5.034096 -2.229443 0.525574 -0.058 -0.025 -0.031 0.0269
C 3.580644 0.203917 -6.764956 0.041 -0.017 -0.083 -0.1024
H 2.173303 -0.612733 5.454637 -0.048 -0.020 0.003 0.1223
C -5.962745 1.100495 -1.691375 0.170 -0.032 0.106 -0.0423
H 2.649918 -4.630043 -3.919640 -0.039 -0.026 0.048 0.0920
C -0.958120 4.329817 1.416152 -0.029 0.265 -0.127 -0.4265
H -0.677371 4.236890 -0.709266 0.008 0.000 -0.008 0.0988
N 1.460269 -1.051615 -2.134049 0.095 0.134 0.298 -0.4136
H 4.336847 -2.399773 0.232611 -0.002 0.014 -0.044 0.1290
H -5.477321 -1.402032 2.029654 -0.026 0.007 0.045 0.0774
O -2.848252 -0.731097 1.087009 -0.574 -0.055 0.153 -0.3218
H 0.827917 4.271438 0.220141 0.010 0.040 -0.039 0.0724
H -1.831167 2.146465 6.514371 -0.001 0.008 0.006 0.0852
C 2.359419 -0.488677 -4.803781 0.066 0.132 0.216 -0.2951
O -4.926306 0.551098 0.415338 0.336 -0.165 0.286 -0.2075
P -1.585634 1.955113 2.598184 -0.075 0.914 0.835 0.4766
H -0.129269 5.756933 0.034462 0.015 0.005 -0.008 0.0856
C 3.359884 -1.917403 0.372969 -0.291 0.169 -0.234 -0.1751
H -0.100018 1.813398 6.726261 -0.006 -0.036 0.014 0.0868
C -5.614993 1.597538 -0.301321 -0.327 0.256 -0.289 -0.4498
N -4.106205 -1.344904 -4.520165 0.032 0.052 0.112 -0.0216
C -3.908006 -1.507180 -3.382887 -0.218 0.019 -0.820 -1.0109
H -2.775076 -2.696060 1.458228 0.023 0.087 -0.095 0.1480
O 2.353250 0.202613 0.882340 -0.059 -0.237 0.040 -0.2048
H -1.276765 -5.411378 -3.406677 -0.004 0.033 0.025 0.0973
C -0.858969 -4.621858 -4.019874 -0.029 -0.044 0.009 -0.0882
H 3.966465 -1.713727 2.821793 0.006 -0.071 -0.042 0.1091
H -7.452447 1.062850 0.656760 -0.052 0.030 0.002 0.0861
C 4.725846 -4.743748 -3.397445 0.052 -0.110 -0.024 -0.1015
H 0.325508 2.514243 4.379079 -0.003 0.000 -0.034 0.1131
H 2.622059 -2.609084 4.749344 -0.038 -0.058 0.008 0.1228
H 3.517461 2.297953 -7.231549 -0.010 -0.009 -0.008 0.0900
H 2.649058 3.346732 2.024270 0.070 0.033 -0.053 0.1209
H 2.731495 -2.060645 -0.510550 0.094 -0.024 -0.059 0.0764
C 2.308861 1.604714 0.841388 0.047 -0.009 0.444 -0.1957
H -6.602232 0.219820 -1.618735 -0.012 0.004 -0.034 0.0916
H 2.057910 2.858431 -5.319021 -0.005 -0.012 0.034 0.0929
H -5.064274 0.806832 -2.232597 -0.023 0.007 -0.005 0.0568
H 4.768614 -5.819548 -3.526278 0.005 0.010 0.003 0.0936
H 2.846512 2.005829 -0.029410 -0.078 -0.045 -0.065 0.1383
C 3.168592 -0.795318 -5.893988 -0.135 -0.008 -0.018 -0.0983
C -0.846418 -3.370423 -6.067596 -0.070 -0.037 -0.059 -0.0902
C -0.915750 1.843480 6.002182 -0.024 0.039 -0.171 -0.0436
H 3.473443 -1.822652 -6.062369 0.053 0.012 0.011 0.1083
O -1.675791 2.842104 3.944822 -0.127 -0.184 -0.412 -0.1894
H -6.482730 1.886518 -2.241909 -0.018 -0.002 -0.005 0.0843
H -7.446165 2.705695 -0.016011 0.008 0.000 -0.019 0.0805
C -0.182921 4.675022 0.158527 -0.019 -0.104 0.098 -0.0249
H -2.902978 4.645784 2.296608 -0.078 0.054 0.003 0.0691
S -3.687276 -1.738663 -1.768436 0.253 -0.211 0.640 0.4890
C 5.802310 -2.665089 -2.879626 0.025 0.046 0.022 -0.1043
H 4.359834 -0.190585 1.248127 -0.053 0.104 -0.006 0.1115
H 0.569557 -1.766050 -6.186061 -0.047 0.001 0.013 0.0940
H 3.823258 -3.479638 2.819433 0.076 0.014 0.048 0.1275
H 1.491340 -3.321302 3.558066 0.023 -0.037 0.095 0.1305
H -3.152219 -2.630307 3.833342 -0.040 -0.014 0.003 0.0863
H -5.064538 -3.129588 2.056459 0.022 0.014 0.027 0.0886
H -2.386522 5.919965 1.185205 0.032 0.003 0.020 0.0869
```
Positions in Å, forces in eV/Å.

Values from the calculation:
Total charge: -1
ΔE to the lowest compared entry with this formula, charge and spin (kJ/mol): 126.97



Entry 2:
The following is a DFT calculation (ωB97M-V/def2-TZVPD) of a molecular structure, C7H10O.

Structure (XYZ):
```
18
Properties=species:S:1:pos:R:3:forces:R:3:lowdin_charge:R:1
H -0.387414 0.288279 2.035669 1.088 0.044 -1.387 0.1901
H -0.247467 -0.638516 -1.018015 0.706 -0.310 0.697 0.1340
C 1.307596 -1.275406 0.238724 -0.911 -1.190 -1.285 -0.0557
O -1.600804 -1.274550 0.211935 0.356 -0.675 0.147 -0.0585
C -0.147677 0.362122 0.924852 -2.993 -1.531 3.136 -0.2890
C 0.625216 1.095161 0.029183 0.574 2.465 -0.556 -0.1694
H -3.085632 0.143981 -0.122331 0.672 0.046 0.377 0.1303
H 0.960201 2.100650 0.273640 0.091 -0.048 -0.078 0.1323
C -2.028713 -0.061721 -0.383716 -1.519 1.633 -1.707 -0.1800
H 1.679374 -1.365355 1.299339 -0.458 0.120 -1.206 0.1224
C -0.229202 -0.922378 0.062458 1.750 0.108 1.190 -0.3036
H 1.563044 -2.168138 -0.385568 0.299 0.754 0.651 0.1094
H -2.039654 -0.121079 -1.497013 0.047 -0.431 0.479 0.1227
C -1.019021 1.088457 0.036875 -1.316 1.271 0.235 -0.1013
C 1.678504 0.117753 -0.453718 0.259 -0.978 -1.033 -0.1417
H -1.458959 2.074382 0.388970 0.595 -1.199 -0.647 0.1436
H 1.814828 0.106968 -1.551266 -0.269 -0.529 0.394 0.1208
H 2.615779 0.449384 -0.090014 1.028 0.452 0.594 0.0935
```
Positions in Å, forces in eV/Å.

Values from the calculation:
ΔE to the lowest compared entry with this formula, charge and spin (kJ/mol): 521.87



Entry 3:
The following is a DFT calculation (ωB97M-V/def2-TZVPD) of a molecular structure, C38H30N9O9RbS.

Structure (XYZ):
```
88
Properties=species:S:1:pos:R:3:forces:R:3:lowdin_charge:R:1
C -0.294594 -4.485855 -6.290785 0.002 0.039 0.040 -0.0974
C 2.980918 1.480147 1.300767 -0.045 -0.257 -0.305 -0.1893
C -0.574763 2.923779 -3.186729 -0.026 -0.024 -0.037 -1.0047
C 4.721995 0.332012 -0.145368 0.180 -0.076 -0.082 -0.0194
H 4.967843 2.105972 1.860970 -0.023 0.005 0.030 0.0951
C -2.247860 3.271082 3.636437 0.024 0.031 0.017 -0.0551
C -1.450243 -5.305824 0.986047 0.022 0.013 0.046 -0.0575
O -7.825840 1.503675 2.576667 -0.092 0.022 -0.094 0.0335
C -0.579484 -2.929455 -4.009609 -0.012 -0.036 0.172 -0.1332
H 1.838616 -1.309439 -1.982617 0.026 0.026 -0.029 0.0929
N 1.676011 1.552695 1.543341 -0.109 0.072 0.203 0.1460
C -1.840063 -2.834476 0.517264 0.144 -0.477 0.111 -0.3309
H -6.302629 -2.029382 2.105776 0.011 -0.012 -0.031 0.1020
C -1.084030 -3.981732 1.161256 -0.030 0.159 -0.050 -0.1050
H -3.092629 -0.587958 -0.388779 -0.030 -0.013 -0.164 0.0674
C 1.236612 2.249776 2.591411 -0.145 -0.082 -0.197 -0.1914
H -2.364912 -5.530992 0.448892 0.017 0.029 0.023 0.1076
C -5.804513 -1.228464 1.586035 0.078 0.062 -0.004 0.0567
H -3.993204 2.011891 3.461834 0.027 0.002 -0.024 0.1119
H -1.838479 -2.003806 1.239512 -0.016 -0.020 -0.170 0.1328
C -1.071592 -4.231738 -4.027974 -0.014 -0.031 0.008 -0.0120
C -3.990668 -0.412703 0.178817 -0.100 -0.207 0.108 0.0153
C 2.105091 2.929807 3.439079 -0.005 0.041 0.063 -0.0176
N -0.897274 1.136160 2.504364 -0.109 0.102 0.274 0.0575
C 0.194522 -3.184402 -6.272627 -0.013 0.019 0.042 -0.0844
H -1.738194 3.288053 -1.541559 -0.004 -0.036 -0.071 0.0718
H -0.497074 4.486982 -1.944321 -0.027 0.029 -0.022 0.0783
C 0.849000 -4.616348 2.432765 0.065 -0.040 -0.122 -0.2182
H 1.116764 -6.689686 2.710487 -0.004 0.011 -0.009 0.0994
N -4.112732 -2.742929 0.942718 -0.085 -0.363 0.483 -0.2644
H 6.051354 -0.763962 -1.422462 0.002 -0.003 -0.003 0.1021
C -0.680022 -2.082135 -2.782188 0.478 -0.246 -0.301 -0.3999
C -0.879970 3.341059 3.410449 -0.020 0.103 -0.001 -0.0253
H -0.959777 -7.344221 1.478703 0.016 0.021 0.002 0.0751
H -2.777802 4.122281 4.045803 0.007 -0.011 -0.004 0.1051
C 2.818352 -3.288508 2.847792 -0.028 -0.136 -0.087 -0.1050
C -0.241274 2.247916 2.841684 0.019 -0.121 -0.023 -0.2299
C 3.910893 2.154392 2.080486 0.095 0.099 0.128 -0.0192
H 3.038064 -3.249277 1.775554 0.007 -0.028 -0.045 0.0876
C -5.657942 1.143110 0.977357 0.026 0.072 0.007 -0.0101
C -3.729478 2.049529 -0.354274 0.181 -0.071 -0.015 -0.6221
O -8.138668 -0.601556 2.826119 -0.111 -0.027 -0.090 0.0446
C -2.925319 2.110135 3.317147 -0.052 -0.013 -0.028 -0.0283
N 2.397702 0.005031 -0.511854 0.225 -0.194 -0.252 0.0543
O -2.554262 1.785960 -0.797948 -0.217 0.020 -0.050 -0.2297
C 3.457869 2.888498 3.164566 0.098 -0.014 -0.044 -0.0608
H 1.726341 3.454388 4.305745 0.003 0.002 -0.018 0.1073
H -1.312952 -6.018754 -5.184850 0.007 0.010 0.009 0.1001
C 0.052715 -3.541902 1.910162 0.025 0.255 0.135 -0.3521
H 0.428342 -1.391640 -5.094099 -0.003 -0.018 -0.015 0.1183
C -0.925253 -5.007962 -5.169165 -0.003 0.031 0.021 -0.0800
O -3.112871 -3.070553 -0.015081 0.076 0.026 -0.041 -0.0203
C -4.607850 -1.505703 0.863512 -0.167 0.164 -0.056 -0.1860
H 5.520817 0.801410 0.410802 -0.004 -0.013 -0.025 0.0949
N -1.283225 -2.704075 -1.694143 -1.002 -0.008 -0.042 0.1263
C 0.476452 -5.932583 2.267584 -0.074 -0.076 -0.120 -0.0543
O 2.008445 -4.410921 3.163437 -0.020 0.178 0.219 -0.1135
C -0.676497 -6.301446 1.559419 0.065 0.044 0.070 -0.1331
H -6.042391 2.147286 1.040421 -0.003 -0.006 -0.007 0.1087
H -2.698559 0.138940 2.480515 0.010 0.032 -0.005 0.1142
H 4.174313 -1.872575 -2.651028 0.000 0.003 0.008 0.1032
H -0.328633 4.245822 3.634311 -0.013 -0.014 0.003 0.1035
N -1.295611 1.807574 -3.428273 0.150 -0.115 0.073 0.0884
O 0.302086 -2.297037 2.090302 -0.007 -0.317 -0.122 -0.1166
O -0.378489 -0.898851 -2.786916 -0.066 -0.260 -0.022 -0.0253
C 2.685825 -0.854991 -1.484414 0.132 0.190 0.184 -0.1038
H 2.347426 -2.349097 3.120755 -0.072 0.037 0.034 0.0705
C -2.203640 1.065051 2.753228 0.209 0.054 0.003 -0.1033
C -6.264303 0.069404 1.606952 -0.319 -0.002 0.104 -0.1623
H -1.577910 -4.615905 -3.151266 0.010 -0.005 -0.031 0.1173
H -1.933286 1.505686 -2.693440 -0.070 0.137 0.042 0.0705
C 5.019533 -0.552828 -1.170839 0.057 0.075 0.082 -0.0685
H 0.684380 -2.774771 -7.147104 -0.001 -0.003 0.006 0.0982
H -0.819923 1.070970 -3.919347 0.031 0.069 -0.087 0.0566
C 3.987137 -1.166555 -1.853307 -0.065 -0.055 -0.045 -0.0493
S 0.800822 3.337142 -4.102605 -0.216 -0.063 0.148 0.4096
H -0.186887 -5.092456 -7.182133 0.000 0.009 0.007 0.0949
C -4.492987 0.874281 0.257819 0.111 -0.061 0.034 -0.1511
Rb -0.414248 0.109544 -0.111055 0.088 0.721 0.407 0.9699
N -7.512318 0.341215 2.380363 0.494 -0.061 0.140 -0.3533
C 3.391695 0.582656 0.157054 -0.262 0.225 0.304 -0.2030
C 0.053099 -2.406958 -5.133014 0.028 0.001 -0.051 -0.0175
O -4.714601 -3.765910 1.508391 0.109 0.320 -0.308 -0.1849
H 4.161988 3.409275 3.801706 0.003 0.001 -0.002 0.1031
H 3.749610 -3.435752 3.400373 -0.004 -0.006 -0.024 0.0746
N -0.912535 -2.465774 -0.543688 0.157 -0.014 -0.424 0.0251
O -4.257442 3.164456 -0.340621 0.032 -0.002 -0.026 -0.0004
N -1.046476 3.686248 -2.194218 0.139 0.079 0.032 0.0971
```
Positions in Å, forces in eV/Å.

Values from the calculation:
Total charge: -2
Total energy (eV): -83218.9380